Entry 1:
The following is a quantum chemistry calculation of C21H56AsF6O21S7 as an isolated structure, from OMol25.

Each line ends with the Löwdin charge.
CARTESIAN COORDINATES (ANGSTROEM)
As 7.70 -16.69 23.58  0.889
F 9.13 -16.80 22.54  -0.254
F 7.31 -15.07 22.94  -0.270
F 6.19 -16.59 24.49  -0.261
F 7.97 -18.24 24.42  -0.253
F 8.53 -15.93 24.92  -0.251
F 6.78 -17.48 22.21  -0.290
O 3.16 -17.48 29.34  -0.305
S 3.56 -18.70 28.64  0.649
O 2.86 -19.10 27.44  -0.295
O 5.17 -18.64 28.28  -0.266
C 5.51 -17.85 27.18  -0.344
C 6.93 -17.78 27.29  -0.088
C 3.59 -20.16 29.73  -0.097
H 4.96 -16.91 27.26  0.127
H 5.15 -18.31 26.26  0.094
H 7.33 -18.78 27.11  0.095
H 7.26 -17.59 28.31  0.089
H 7.44 -17.01 26.71  0.062
H 3.70 -20.93 28.97  0.068
H 2.60 -20.16 30.18  0.070
H 4.43 -19.94 30.38  0.068
O 13.78 -15.47 23.48  -0.318
S 12.94 -15.58 24.72  0.697
O 12.60 -16.87 25.28  -0.294
O 13.68 -14.68 25.88  -0.274
C 13.08 -14.56 27.15  -0.278
C 13.06 -13.06 27.44  -0.073
C 11.41 -14.55 24.41  -0.068
H 13.72 -15.13 27.82  0.123
H 12.04 -14.88 27.18  0.111
H 12.56 -12.57 26.60  0.058
H 14.07 -12.65 27.47  0.078
H 12.46 -12.75 28.31  0.076
H 11.67 -13.72 23.75  0.078
H 11.06 -14.27 25.40  0.033
H 10.69 -15.20 23.92  0.039
O 10.23 -19.01 19.52  -0.308
S 11.14 -17.93 19.16  0.687
O 12.22 -18.13 18.17  -0.323
O 10.26 -16.62 18.67  -0.266
C 8.85 -16.54 19.05  -0.248
C 8.53 -15.21 19.68  -0.085
C 11.96 -17.21 20.68  -0.084
H 8.47 -17.27 19.77  0.104
H 8.34 -16.69 18.10  0.119
H 7.46 -15.19 19.85  0.067
H 8.84 -14.27 19.23  0.072
H 9.05 -15.15 20.64  0.060
H 11.21 -17.10 21.46  0.036
H 12.39 -16.24 20.43  0.073
H 12.68 -17.97 21.00  0.049
O 2.48 -19.85 21.39  -0.329
S 2.34 -19.34 22.78  0.713
O 1.04 -19.18 23.44  -0.306
O 3.28 -20.32 23.74  -0.286
C 4.52 -20.81 23.25  -0.272
C 5.52 -20.27 24.25  -0.079
C 3.32 -17.79 23.05  -0.093
H 4.77 -20.41 22.27  0.116
H 4.49 -21.90 23.23  0.123
H 5.31 -20.66 25.25  0.082
H 5.62 -19.19 24.33  0.038
H 6.54 -20.61 24.05  0.075
H 4.10 -17.74 22.29  0.058
H 3.72 -17.77 24.07  0.053
H 2.66 -16.93 22.99  0.063
O 10.13 -12.39 26.84  -0.314
S 9.37 -11.39 26.08  0.703
O 9.92 -11.01 24.74  -0.320
O 7.78 -11.76 25.96  -0.272
C 7.33 -13.07 25.69  -0.306
C 5.85 -12.95 25.75  -0.057
C 9.15 -9.90 27.14  -0.100
H 7.84 -13.80 26.31  0.119
H 7.54 -13.39 24.67  0.087
H 5.62 -13.04 26.81  0.081
H 5.33 -13.79 25.30  0.085
H 5.53 -11.97 25.39  0.091
H 10.11 -9.64 27.57  0.067
H 8.33 -10.09 27.83  0.067
H 8.90 -9.01 26.56  0.066
O 13.30 -21.49 23.50  -0.311
S 13.71 -20.08 23.33  0.707
O 14.76 -19.63 22.40  -0.299
O 12.36 -19.10 23.07  -0.295
C 11.15 -19.36 23.80  -0.297
C 10.21 -19.90 22.80  -0.081
C 14.12 -19.44 24.98  -0.127
H 10.71 -18.47 24.26  0.103
H 11.21 -20.11 24.59  0.118
H 10.72 -20.73 22.31  0.088
H 9.93 -19.15 22.06  0.052
H 9.31 -20.30 23.28  0.076
H 14.37 -18.38 24.93  0.045
H 15.00 -19.94 25.38  0.071
H 13.21 -19.38 25.58  0.057
O 5.03 -10.91 18.93  -0.296
S 5.87 -11.94 19.50  0.627
O 7.01 -12.41 18.78  -0.291
O 6.33 -11.40 21.00  -0.280
C 7.30 -12.14 21.81  -0.254
C 8.43 -11.20 21.96  -0.065
C 4.76 -13.37 19.94  -0.088
H 7.53 -13.09 21.33  0.083
H 6.81 -12.50 22.72  0.103
H 8.19 -10.56 22.81  0.072
H 8.68 -10.58 21.10  0.092
H 9.31 -11.79 22.22  0.077
H 3.94 -12.92 20.48  0.067
H 5.35 -14.19 20.35  0.053
H 4.40 -13.67 18.95  0.062

Summary:
- orbital gap (eV) = 10.2
- calculated total energy (eV) = -218674.112
- charge = -1
- ΔE to the lowest compared entry with this formula, charge and spin (kcal/mol) = 106.8
- spin multiplicity = 1
- highest occupied orbital energy (Eh) = -0.3199

=====

Entry 2:
The following is a quantum chemistry calculation of C32H82N6O14PSn2 as an isolated structure, from OMol25.

Each line ends with the Löwdin charge.
CARTESIAN COORDINATES (ANGSTROEM)
Sn 1.35 -3.21 2.02  1.607
Sn 2.19 1.50 1.75  1.683
P 0.15 -0.59 0.58  -0.057
O -0.66 -1.82 0.14  -0.387
O 0.06 -0.48 2.14  -0.512
O -0.06 0.79 -0.06  -0.407
O 1.69 -0.92 0.39  -0.565
C 2.02 -0.27 -4.97  -0.109
O 0.66 -0.05 -4.63  -0.156
C 0.36 -0.59 -3.35  -0.229
C -1.08 -0.32 -3.00  -0.203
N -1.35 1.07 -2.57  -0.032
C -2.76 1.05 -2.14  -0.192
C -3.17 2.45 -1.63  -0.220
O -4.58 2.50 -1.56  -0.194
C -5.11 3.76 -1.24  -0.099
H 2.26 0.20 -5.92  0.091
H 2.41 -1.29 -4.94  0.084
H 2.65 0.33 -4.30  0.058
H 1.01 -0.19 -2.56  0.102
H 0.57 -1.66 -3.38  0.109
H -1.18 -0.99 -2.14  0.086
H -1.75 -0.59 -3.82  0.135
H -0.81 1.07 -1.69  0.036
H -2.87 0.35 -1.31  0.108
H -3.32 0.92 -3.06  0.127
H -2.90 3.13 -2.44  0.127
H -2.63 2.62 -0.69  0.095
H -4.71 4.00 -0.25  0.065
H -6.20 3.73 -1.26  0.092
H -4.80 4.58 -1.90  0.090
C 0.63 -6.53 -0.15  -0.078
O 1.13 -5.19 -0.30  -0.346
C 2.12 -5.04 -1.33  -0.190
C 2.15 -3.55 -1.67  -0.191
N 2.99 -2.88 -0.66  -0.086
C 4.18 -2.32 -1.33  -0.180
C 5.12 -1.63 -0.36  -0.208
O 6.38 -1.36 -0.96  -0.202
C 7.19 -2.52 -1.10  -0.100
H 0.44 -6.96 -1.13  0.094
H -0.32 -6.45 0.38  0.092
H 1.33 -7.16 0.39  0.091
H 1.80 -5.48 -2.28  0.128
H 3.08 -5.41 -0.99  0.131
H 1.21 -2.99 -1.71  0.105
H 2.51 -3.50 -2.71  0.119
H 2.46 -2.04 -0.44  -0.024
H 3.86 -1.60 -2.09  0.127
H 4.70 -3.13 -1.84  0.113
H 5.26 -2.15 0.60  0.123
H 4.79 -0.61 -0.14  0.097
H 6.80 -3.12 -1.93  0.080
H 7.29 -3.08 -0.17  0.094
H 8.19 -2.30 -1.47  0.092
C 4.48 1.95 4.79  -0.108
O 3.25 2.49 4.38  -0.319
C 2.22 2.46 5.35  -0.213
C 1.15 3.53 5.05  -0.169
N 0.48 3.21 3.77  -0.069
C -0.52 2.16 3.94  -0.232
C -1.61 2.27 2.89  -0.197
O -2.22 3.56 3.06  -0.196
C -3.26 3.84 2.16  -0.105
H 5.00 2.60 5.49  0.101
H 5.16 1.81 3.95  0.084
H 4.29 0.97 5.25  0.096
H 2.63 2.63 6.35  0.130
H 1.72 1.49 5.40  0.122
H 1.53 4.54 4.94  0.128
H 0.51 3.57 5.93  0.127
H 0.08 4.10 3.51  0.091
H -0.93 2.01 4.94  0.133
H 0.01 1.22 3.71  0.058
H -2.37 1.51 3.05  0.117
H -1.15 2.15 1.90  0.099
H -3.65 4.80 2.47  0.102
H -4.03 3.07 2.25  0.083
H -2.96 3.96 1.11  0.055
C -0.24 5.41 1.03  -0.093
O 0.65 5.19 -0.07  -0.178
C -0.02 4.48 -1.10  -0.206
C 1.05 3.75 -1.87  -0.183
N 1.63 2.61 -1.19  -0.058
C 2.74 2.02 -1.94  -0.211
C 4.11 2.55 -1.59  -0.198
O 4.47 2.21 -0.25  -0.286
C 5.84 1.90 -0.12  -0.094
H -1.23 5.75 0.72  0.092
H 0.14 6.02 1.84  0.095
H -0.46 4.40 1.40  0.052
H -0.59 5.17 -1.73  0.136
H -0.70 3.73 -0.68  0.098
H 1.86 4.43 -2.17  0.126
H 0.58 3.39 -2.80  0.127
H 0.88 1.93 -1.08  0.025
H 2.44 2.02 -2.99  0.118
H 2.78 0.94 -1.76  0.102
H 4.10 3.62 -1.79  0.132
H 4.77 2.03 -2.29  0.133
H 6.19 1.82 0.91  0.091
H 6.38 2.74 -0.58  0.100
H 6.13 0.99 -0.65  0.073
C -2.79 -1.62 4.44  -0.060
C -3.06 -2.17 3.06  -0.377
C -3.66 -1.18 2.03  -0.200
O -5.00 -0.78 2.22  -0.159
C -5.40 0.13 1.22  -0.089
N -1.73 -2.59 2.56  0.014
H -2.15 -0.74 4.45  0.067
H -2.35 -2.36 5.10  0.076
H -3.73 -1.37 4.94  0.085
H -3.72 -3.04 3.09  0.146
H -3.63 -1.69 1.06  0.110
H -2.97 -0.34 1.89  0.113
H -4.96 1.11 1.42  0.070
H -6.48 0.26 1.16  0.095
H -5.11 -0.22 0.22  0.073
H -1.79 -2.71 1.55  0.019
H -1.16 -1.74 2.53  -0.033
C -2.77 -5.19 -2.72  -0.054
C -2.35 -3.83 -2.15  -0.416
C -3.54 -2.99 -1.75  -0.212
O -4.26 -2.62 -2.91  -0.184
C -5.30 -1.70 -2.71  -0.108
N -1.59 -4.12 -0.93  0.050
H -1.88 -5.81 -2.85  0.067
H -3.32 -5.03 -3.65  0.079
H -3.43 -5.69 -2.02  0.082
H -1.70 -3.31 -2.87  0.131
H -3.19 -2.10 -1.22  0.091
H -4.29 -3.45 -1.09  0.136
H -6.12 -2.09 -2.10  0.091
H -5.69 -1.43 -3.69  0.092
H -4.96 -0.76 -2.25  0.060
H -0.73 -4.60 -1.13  0.027
H -1.24 -3.21 -0.60  -0.004

Summary:
- orbital gap (eV) = 5.5
- calculated total energy (eV) = -93059.595
- charge = +1
- ΔE to the lowest compared entry with this formula, charge and spin (kcal/mol) = 3.5
- spin multiplicity = 1
- highest occupied orbital energy (Eh) = -0.3826

=====

Question: The lowest highest occupied orbital energy belongs to which entry?
Answer: C32H82N6O14PSn2